14
Properties=species:S:1:pos:R:3 method="wB97M-V/def2-TZVPD" charge=0 e_homo_ev=-8.33 e_lumo_ev=0.74 e_tot_ha=-307.51021 e_above_lowest_ev=5.503
C -1.3849 0.3305 -0.9223
C 0.5978 1.6953 0.0934
O -0.8255 0.7953 0.3143
C 0.5269 0.3769 0.7613
C 1.1499 -0.8365 0.1268
O 0.6578 -2.0584 0.6394
H -1.0065 -0.6569 -1.1922
H -1.1437 1.0425 -1.7095
H -2.4625 0.2755 -0.7588
H 0.4260 2.4496 0.8798
H 0.4553 0.2518 1.8470
H 2.2133 -0.8022 0.3875
H 1.0931 -0.7782 -0.9686
H -0.2970 -2.0851 0.5020

14
Properties=species:S:1:pos:R:3 method="wB97M-V/def2-TZVPD" charge=0 e_homo_ev=-8.53 e_lumo_ev=1.12 e_tot_ha=-307.57357 e_above_lowest_ev=3.779
C 0.9467 -0.8013 -2.0364
C 0.2736 -0.9469 -0.7007
C 0.3140 1.0202 1.7164
O -1.0164 1.1032 1.2356
C -1.4396 -0.0222 0.5680
O -0.7567 -0.1325 -0.6963
H 2.0134 -0.6182 -1.8577
H 0.8968 -1.7771 -2.5357
H 0.5283 -0.0232 -2.6873
H 1.0275 0.8424 0.9033
H 0.4219 0.2099 2.4496
H 0.5334 1.9809 2.1842
H -1.2464 -0.9506 1.1218
H -2.4965 0.1155 0.3352

14
Properties=species:S:1:pos:R:3 method="wB97M-V/def2-TZVPD" charge=0 e_homo_ev="-7.18 / -7.18" e_lumo_ev="0.32 / 0.32" e_tot_ha=-307.46960 e_above_lowest_ev=6.608
C 1.5957 -0.6216 -1.1279
O 0.4078 0.1342 -1.1068
C -0.5032 -0.3549 -0.1135
C -0.1423 0.0410 1.2679
C -1.7494 0.3173 0.1727
O -1.3768 1.4756 1.0272
H 1.4144 -1.6539 -1.4709
H 2.0826 -0.6809 -0.1373
H 2.2870 -0.1357 -1.8211
H -0.6233 -1.4463 -0.2096
H 0.6560 0.7679 1.4374
H -0.4337 -0.5575 2.1175
H -2.5762 0.5047 -0.5083
H -1.0386 2.2102 0.4727

14
Properties=species:S:1:pos:R:3 method="wB97M-V/def2-TZVPD" charge=0 e_homo_ev=-9.06 smiles="CC=O.CC=O" e_lumo_ev=0.65 e_tot_ha=-307.57816 e_above_lowest_ev=3.654
C -1.9889 -0.2883 0.7263
C -0.9342 -0.6893 -0.2379
O 0.0397 -1.4120 0.1553
C 1.0696 0.3951 -0.9368
O 0.9591 0.2812 -2.1166
C 2.0002 0.4551 0.1937
H -2.6818 -1.1445 0.7420
H -1.5956 -0.0969 1.7298
H -2.5238 0.6142 0.4060
H -1.2956 -0.7764 -1.2821
H 0.1668 1.3162 -0.6279
H 1.6164 0.6458 1.1934
H 2.6798 1.2229 -0.2067
H 2.4884 -0.5230 0.2613

14
Properties=species:S:1:pos:R:3 method="wB97M-V/def2-TZVPD" charge=0 e_homo_ev=-9.82 smiles="C=CC.O=CO" e_lumo_ev=0.63 e_tot_ha=-307.65431 e_above_lowest_ev=1.582
C 1.5494 0.8039 1.5249
C 0.5814 -0.2656 1.9812
C 0.6169 -1.4974 1.4903
H 1.6010 0.7943 0.4415
H 2.5196 0.5797 1.9667
H 1.3254 1.7844 1.9366
H -0.1338 -0.0398 2.7434
H 0.0309 -2.2949 1.9243
H 1.2624 -1.7092 0.6472
O -1.7251 -0.6103 -1.6356
C -1.1532 0.3711 -1.3059
O -0.0735 0.8591 -1.9724
H -1.4025 1.0265 -0.4504
H 0.3072 1.5806 -1.4592

14
Properties=species:S:1:pos:R:3 method="wB97M-V/def2-TZVPD" charge=0 e_homo_ev=-9.91 smiles=O[C@H]1CCOC1 e_lumo_ev=0.94 e_tot_ha=-307.64066 e_above_lowest_ev=1.953
O -1.6484 -0.2595 1.1369
C -0.8669 -0.4113 -0.1308
C -0.3194 0.9797 -0.5326
C 1.1588 0.9705 -0.0533
O 1.3128 -0.2285 0.6872
C 0.4577 -1.1772 0.0789
H -1.7334 -1.1459 1.5249
H -1.7670 -0.8292 -0.5595
H -0.9263 1.6670 0.0486
H -0.3822 1.2725 -1.5904
H 1.4091 1.8114 0.6035
H 1.8757 0.9870 -0.8950
H 0.9340 -1.5557 -0.8487
H 0.3339 -2.0151 0.7641

14
Properties=species:S:1:pos:R:3 method="wB97M-V/def2-TZVPD" charge=0 e_homo_ev=-9.44 smiles=C1COCOC1 e_lumo_ev=1.01 e_tot_ha=-307.61457 e_above_lowest_ev=2.663
C 0.9972 0.6970 0.2219
C 1.1030 -0.7431 -0.1496
O -0.2915 -1.4866 -0.2734
C -1.4347 -0.8829 0.2907
O -1.2625 0.5166 0.5925
C -0.3614 1.1840 -0.2810
H 1.0995 0.9597 1.2866
H 1.9712 0.9007 -0.2875
H 1.3297 -0.8245 -1.2040
H 1.9344 -1.1864 0.4527
H -1.7137 -1.3383 1.2549
H -2.3232 -0.9518 -0.3812
H -0.5184 2.2665 -0.1937
H -0.5295 0.8890 -1.3288

14
Properties=species:S:1:pos:R:3 method="wB97M-V/def2-TZVPD" charge=0 e_homo_ev=-8.27 smiles="C/C=C/O.C=O" e_lumo_ev=0.98 e_tot_ha=-307.57173 e_above_lowest_ev=3.829
C -0.7070 -1.2059 -1.3950
C -0.5810 -0.3945 0.6619
O -0.1711 -0.8264 1.8453
C 0.1149 -0.2845 -0.4794
C 0.9084 2.1737 0.5373
O 1.4752 1.5451 1.3999
H 0.0377 -1.9133 -1.7543
H -1.4178 -1.8391 -0.8333
H -1.2531 -0.7212 -2.1978
H -1.6543 -0.2242 0.6332
H 0.7890 -0.9202 1.7880
H 1.2051 -0.3825 -0.4521
H -0.1614 2.4492 0.5965
H 1.4369 2.5495 -0.3605

14
Properties=species:S:1:pos:R:3 method="wB97M-V/def2-TZVPD" charge=0 e_homo_ev=-8.37 e_lumo_ev=0.98 e_tot_ha=-307.55718 e_above_lowest_ev=4.225
O -0.5621 0.7235 -1.8772
C -0.0804 -0.3771 -1.2305
C 1.1754 0.3513 0.1189
C 0.2075 0.3341 1.2740
O -1.1170 0.1500 0.7910
C -1.0150 -0.8910 -0.1896
H -1.1451 1.1763 -1.2383
H 1.0124 -0.5469 -1.1511
H 1.3729 1.3200 -0.3408
H 2.1397 -0.1372 0.3637
H 0.2229 1.2713 1.8290
H 0.4545 -0.4938 1.9554
H -0.6364 -1.8149 0.2645
H -2.0294 -1.0658 -0.5690